ORCA calculation (the ωB97M-V functional and the def2-TZVPD basis) on an isolated ion of composition C4H8N3S and charge +1.

Atoms and positions in Å:
C: 1.12794 -0.84499 0.63815
C: -1.16711 -1.71903 0.27419
C: 1.17738 1.46743 1.52910
C: 0.17493 1.97169 -0.94562
N: 0.91741 0.25484 1.23021
N: 0.22714 -1.79542 0.34942
N: -1.76778 -0.62306 0.21052
S: 0.86836 2.78781 0.51768
H: 2.15644 -1.12308 0.39458
H: -1.62030 -2.71482 0.22610
H: 1.45550 1.71317 2.54949
H: -0.44168 2.70748 -1.45262
H: -0.44119 1.13475 -0.61908
H: 0.97430 1.65384 -1.60907
H: 0.60197 -2.70216 0.09471
H: -2.77770 -0.67455 0.14528

Calculated values
- Electronic energy: -19575.778 eV
- LUMO level: -4.1017 eV
- Molecular weight: 130.20 g mol⁻¹
- Charge: +1
- Energy relative to the best compared isomer or geometry (same formula, charge and spin): 1.4765 eV
- HOMO energy: -13.787 eV

Atomic partial charges in e from the Löwdin method, atoms 1 to 6: -0.1121, -0.2309, -0.4111, -0.3244, 0.0785, 0.0798


ORCA calculation (the ωB97M-V functional and the def2-TZVPD basis) on C15H23CrN3OS6Sb as an isolated structure.

Atoms and positions in Å:
Cr: -0.19333 0.57172 0.87467
S: -1.04838 1.48422 5.50719
Sb: -0.20005 -0.03565 4.06544
S: -1.84168 -0.21758 2.26398
S: 1.29460 1.07208 2.47969
S: 0.64367 -2.12045 4.39883
C: 3.97437 2.14242 -1.98578
N: 2.78755 2.89514 -1.63593
C: 2.60729 4.25885 -1.74196
C: 1.38948 4.54414 -1.26453
N: 0.79567 3.34157 -0.85871
C: 1.68871 2.32893 -1.08429
S: 1.55127 0.68692 -0.80752
C: -0.49211 3.33266 -0.27007
C: -1.34179 4.37262 -0.63076
C: -2.46286 4.64381 0.12501
C: -2.66494 3.88316 1.26688
C: -1.84660 2.80348 1.48987
N: -0.82070 2.43533 0.68405
H: 4.63834 2.77811 -2.56448
H: 3.69229 1.27135 -2.57360
H: 4.48018 1.80037 -1.08295
H: 3.36690 4.91543 -2.12660
H: 0.92114 5.49913 -1.12686
H: -1.10595 4.96689 -1.50042
H: -3.13611 5.44435 -0.14814
H: -3.45635 4.10256 1.96773
H: -2.02621 2.16767 2.34580
C: 1.87195 -3.92613 -2.34129
C: 0.73714 -3.41178 -1.45837
C: 1.25700 -2.78851 -0.17235
S: -0.02597 -1.87670 0.75551
O: -0.73316 -1.05950 -0.32576
C: -1.14623 -3.25299 1.20105
C: -2.42564 -3.22036 0.38330
C: -3.33982 -4.37079 0.79453
H: 1.46725 -4.36690 -3.25227
H: 2.45678 -4.69087 -1.82731
H: 2.54290 -3.11255 -2.62228
H: 0.06110 -4.23741 -1.22599
H: 0.16513 -2.65661 -1.99903
H: 2.02673 -2.04407 -0.38254
H: 1.66311 -3.52014 0.52879
H: -1.35223 -3.12472 2.26324
H: -0.58403 -4.17651 1.05686
H: -2.19743 -3.28327 -0.68148
H: -2.92257 -2.26472 0.54567
H: -2.84002 -5.33369 0.66849
H: -4.24233 -4.37604 0.18404
H: -3.63405 -4.27496 1.84063

Calculated values
- Electronic energy: -122418.105 eV
- LUMO level (alpha / beta): -0.8566 / -1.0614 eV
- Molecular weight: 627.53 g mol⁻¹
- 2S+1: 4
- Charge: 0
- Energy relative to the best compared isomer or geometry (same formula, charge and spin): 0.8586 eV
- HOMO energy (alpha / beta): -7.052 / -7.100 eV
- <S²>: 3.83

Atomic partial charges in e from the Löwdin method, atoms 1 to 6: -0.0957, -0.2228, -0.0406, 0.1478, 0.0443, -0.1923


ORCA calculation (the ωB97M-V functional and the def2-TZVPD basis) on an isolated ion of composition C15H22F3OSi and charge +1.

Atoms and positions in Å:
C: 2.88556 2.41828 0.74485
Si: 2.53003 0.65799 1.22691
C: 4.10147 -0.30372 1.06470
C: 1.65502 0.47522 2.84852
O: 1.30664 0.19957 0.11474
C: 0.96257 -0.74512 -0.72189
C: 1.85854 -1.91614 -0.87117
F: 2.19389 -2.47918 0.35096
F: 1.30160 -2.93775 -1.60512
F: 3.04390 -1.61389 -1.51046
C: -0.14507 -0.57460 -1.66945
H: 3.40860 2.93689 1.56143
H: 3.53460 2.43805 -0.14178
H: 1.96574 2.96869 0.50910
H: 4.72680 -0.09498 1.94578
H: 3.94098 -1.38338 1.01511
H: 4.66186 0.00808 0.17569
H: 2.25931 0.89393 3.66619
H: 0.68428 0.99136 2.83325
H: 1.47384 -0.58573 3.06692
H: 0.15218 -1.16242 -2.55493
H: -0.18721 0.48636 -1.98685
C: -2.30378 -1.51843 -2.36350
C: -1.47831 -1.02438 -1.17110
C: -1.33831 -2.20362 -0.19356
C: -2.20081 0.17864 -0.51550
C: -2.30604 0.29932 0.87173
C: -2.89001 1.44191 1.43471
C: -3.35080 2.47604 0.61521
C: -3.28501 2.33619 -0.77488
C: -2.70980 1.19418 -1.33523
H: -3.33203 -1.74044 -2.05031
H: -2.33515 -0.78186 -3.17850
H: -1.86202 -2.44017 -2.76640
H: -2.32960 -2.46345 0.20678
H: -0.94150 -3.08457 -0.71783
H: -0.66774 -1.95596 0.64041
H: -1.92152 -0.49206 1.51993
H: -2.98587 1.50428 2.51674
H: -3.75592 3.38760 1.05412
H: -3.68480 3.10827 -1.43217
H: -2.63608 1.10102 -2.42315

Calculated values
- Electronic energy: -33983.967 eV
- LUMO level: -6.1928 eV
- Molecular weight: 303.42 g mol⁻¹
- Charge: +1
- Energy relative to the best compared isomer or geometry (same formula, charge and spin): 0.0000 eV
- HOMO energy: -12.299 eV

Atomic partial charges in e from the Löwdin method, atoms 1 to 6: -0.1384, 0.4947, -0.1434, -0.1318, 0.0508, -0.0447


ORCA calculation (the ωB97M-V functional and the def2-TZVPD basis) on an isolated ion of composition C12H15FNO6 and charge -1.

Atoms and positions in Å:
C: -4.47574 0.59788 -2.18569
C: -3.51710 -0.51479 -1.85791
O: -2.25771 0.10645 -1.40281
C: -1.35765 -0.82865 -1.00731
O: -1.54289 -2.00971 -1.10728
C: -0.09000 -0.20145 -0.36766
F: -0.07736 1.16707 -0.60839
C: 1.18485 -0.82727 -0.94143
O: 1.36041 -2.02290 -1.01671
O: 2.08794 0.08501 -1.34095
C: 3.34971 -0.55670 -1.75686
C: 4.31524 0.55100 -2.07360
C: -0.14926 -0.56246 1.07293
C: -1.33417 -0.21658 1.80984
C: -1.01837 0.49718 2.99590
O: -1.73853 1.02724 3.83711
N: 0.39940 0.54610 3.02366
C: 1.10307 1.20863 4.07980
C: 1.00454 -0.09434 1.96658
O: 2.17892 -0.36003 1.80912
H: -5.42782 0.15484 -2.50241
H: -4.65417 1.23653 -1.31074
H: -4.08541 1.21752 -3.00212
H: -3.91349 -1.12659 -1.03011
H: -3.31232 -1.12116 -2.75696
H: 3.71851 -1.16685 -0.91449
H: 3.15298 -1.16995 -2.65462
H: 5.27820 0.11884 -2.36553
H: 3.93544 1.15709 -2.90125
H: 4.45697 1.19635 -1.20059
H: -0.08022 -1.67177 1.03096
H: -2.33452 -0.57769 1.58895
H: 2.15903 0.94101 4.03863
H: 0.99679 2.29978 4.00152
H: 0.68475 0.92039 5.05045

Calculated values
- Electronic energy: -29181.583 eV
- LUMO level: 3.0883 eV
- Molecular weight: 288.25 g mol⁻¹
- Charge: -1
- HOMO energy: -2.664 eV
- SMILES string: CCOC(=O)C(F)(C(=O)OCC)[C@@H]1C=C([O-])N(C)C1=O

Atomic partial charges in e from the Löwdin method, atoms 1 to 6: -0.0869, -0.2085, 0.0099, -0.4075, 0.1360, -0.2453


ORCA calculation (the ωB97M-V functional and the def2-TZVPD basis) on a 2-piece molecular cluster, C4H13NO overall.

Atoms and positions in Å:
C: 0.09357 1.95803 0.50577
C: -0.72655 0.80602 -0.07958
N: 0.08659 -0.05004 -0.94306
C: 0.32601 0.45284 -2.26714
C: -0.12431 -1.48647 -0.78980
H: 0.00993 2.78567 -0.19169
H: 1.16389 1.73344 0.46224
H: -0.18514 2.28661 1.49905
H: -1.19104 0.14916 0.64693
H: -1.54694 1.22781 -0.66771
H: -0.57599 0.83145 -2.78604
H: 1.06336 1.25652 -2.29867
H: 0.74039 -0.35530 -2.86209
H: 0.13872 -1.72155 0.24455
H: 0.61195 -1.98485 -1.42593
H: -1.13946 -1.80472 -1.03820
O: 0.38347 -2.24471 3.67930
H: -0.08023 -2.36338 4.52077
H: 0.95178 -1.47652 3.79131

Calculated values
- Electronic energy: -7895.599 eV
- LUMO level: 0.8087 eV
- Molecular weight: 91.15 g mol⁻¹
- Charge: 0
- Energy relative to the best compared isomer or geometry (same formula, charge and spin): 1.0622 eV
- HOMO energy: -7.893 eV
- SMILES string: CCN(C)C.O

Atomic partial charges in e from the Löwdin method, atoms 1 to 6: -0.0881, -0.2613, -0.3093, -0.1159, -0.0922, 0.0598


ORCA calculation (the ωB97M-V functional and the def2-TZVPD basis) on C11H14N7PtS3 as an isolated structure.

Atoms and positions in Å:
Pt: -1.13115 0.43538 -0.10372
C: -3.63113 4.45602 2.51346
S: -1.87182 4.09334 2.78372
C: -1.77216 2.55693 1.93023
S: -1.73497 2.62539 0.16588
N: -1.64503 1.44871 2.58279
N: -1.42739 0.36679 1.85672
C: -1.34782 -0.86697 2.40605
C: -1.10834 -1.91979 1.51660
C: -0.92750 -3.26449 1.91242
C: -0.75720 -4.23553 0.96506
C: -0.77196 -3.87893 -0.39549
C: -0.92308 -2.55726 -0.74032
N: -1.06893 -1.58863 0.17358
H: -3.84396 5.39501 3.01787
H: -4.22881 3.65814 2.94605
H: -3.82667 4.55587 1.44804
H: -1.49381 -0.99378 3.46957
H: -0.92797 -3.49317 2.96935
H: -0.62140 -5.26784 1.25604
H: -0.66338 -4.62535 -1.16820
H: -0.93128 -2.24675 -1.77620
C: 4.52954 0.30857 -1.94131
C: 3.17997 0.38760 -2.54187
N: 2.91004 0.48094 -3.79355
N: 1.55444 0.53002 -3.86177
C: 0.94550 0.46702 -2.67289
S: -0.73371 0.48165 -2.47203
N: 2.00121 0.37350 -1.80182
N: 1.89651 0.27473 -0.43262
H: 5.26608 0.35271 -2.73831
H: 4.66110 -0.62207 -1.38767
H: 4.69746 1.14092 -1.25639
H: 1.10252 0.61377 -4.75702
H: 2.26180 1.10366 0.02093
H: 2.38328 -0.54611 -0.09316

Calculated values
- Electronic energy: -57810.262 eV
- LUMO level (alpha / beta): -2.6414 / -5.8485 eV
- Molecular weight: 535.56 g mol⁻¹
- 2S+1: 3
- Charge: +1
- Energy relative to the best compared isomer or geometry (same formula, charge and spin): 0.0000 eV
- HOMO energy (alpha / beta): -9.633 / -11.340 eV
- <S²>: 2.02

Atomic partial charges in e from the Löwdin method, atoms 1 to 6: 0.7622, -0.3795, 0.8195, -1.0554, 0.6390, -0.0313